# H18O9

A cluster of 9 separate species, H18O9 in total (ωB97M-V/def2-TZVPD, the OMol25 dataset).

Properties
SMILES string: O.O.O.O.O.O.O.O.O
Energy above the lowest of the compared OMol25 structures with the same formula, charge and spin (eV): 2.580
Maximum force (hartree/bohr): 0.0095
Charge: 0
Gap between HOMO and LUMO (eV): 10.994

The geometry in XYZ format:
```
27
Properties=species:S:1:pos:R:3:forces:R:3
O -4.05966 1.39104 1.37617 -0.28 -0.09 0.02
H -3.68777 1.54631 2.24440 0.08 0.00 0.20
H -3.36656 1.64922 0.76856 0.19 0.10 -0.26
O 1.23192 -3.24568 0.81445 -0.34 -0.06 0.18
H 1.77231 -2.62860 0.32107 0.22 0.32 -0.21
H 1.78236 -4.02282 0.91091 0.12 -0.20 0.04
O 1.79406 3.05991 -1.28146 0.23 -0.08 -0.28
H 1.51166 3.92245 -0.97733 -0.01 0.21 0.10
H 1.12862 2.45811 -0.94790 -0.29 -0.28 0.28
O 3.43830 1.08980 2.89096 -0.19 0.09 0.15
H 4.34009 1.36386 3.05796 0.20 0.10 0.05
H 3.51687 0.38451 2.24859 -0.01 -0.21 -0.26
O -3.45899 3.41669 -1.76619 0.03 -0.03 0.25
H -4.10978 3.61257 -2.44022 -0.23 0.04 -0.12
H -2.64172 3.29580 -2.24961 0.24 -0.04 -0.10
O -1.94934 -3.93853 2.18162 -0.24 -0.01 -0.07
H -1.88574 -4.31928 3.05752 -0.04 -0.07 0.22
H -1.04101 -3.83989 1.89627 0.37 0.14 -0.21
O -1.08063 -1.25120 -2.86065 0.15 0.20 0.22
H -1.90499 -1.72886 -2.76846 -0.25 -0.13 0.12
H -0.83980 -1.36341 -3.78025 0.12 0.01 -0.22
O 3.47184 -0.70523 -0.62266 -0.11 -0.28 0.30
H 2.98450 0.05124 -0.94897 -0.19 0.33 -0.04
H 4.15885 -0.84721 -1.27388 0.20 -0.06 -0.14
O -0.38645 0.59382 0.14869 0.15 0.46 -0.06
H -0.13703 -0.14593 0.70258 0.04 -0.20 0.24
H -0.58192 0.20133 -0.70218 -0.17 -0.26 -0.38
```
Forces are in eV/Å.



# C4H11NO

The molecule C4H11NO in a non-equilibrium geometry (ωB97M-V/def2-TZVPD, the OMol25 dataset).

Properties
SMILES string: C[C@H](O)[C@@H](C)N
Energy above the lowest of the compared OMol25 structures with the same formula, charge and spin (eV): 2.280
Maximum force (hartree/bohr): 0.0988
Charge: 0
Gap between HOMO and LUMO (eV): 9.858

The geometry in XYZ format:
```
17
Properties=species:S:1:pos:R:3:forces:R:3
C -0.09612 -1.17430 -1.36724 0.12 3.95 0.83
C 0.24346 -0.80754 0.13487 -0.96 -3.79 0.21
C -0.33038 0.50378 0.73234 -1.60 0.95 -4.73
C -1.85090 0.86205 0.30404 0.38 -4.68 1.22
O 0.50183 1.53170 0.14527 -0.50 -0.01 -0.28
N 1.67880 -0.88486 0.24229 -0.97 -2.02 -0.17
H -0.30234 -0.14587 -1.82248 0.37 -1.78 -0.57
H -0.93501 -1.76299 -1.39768 -2.86 -0.78 0.01
H 0.55954 -1.84494 -1.88128 1.42 0.51 -0.06
H -0.25767 -1.74842 0.58966 1.08 1.61 0.37
H -0.32143 0.59855 1.74964 0.81 -0.08 2.64
H -2.14478 0.14296 -0.51154 0.29 1.42 0.11
H -2.06983 1.88344 0.16625 0.03 1.07 -0.37
H -2.51956 0.43053 1.10696 0.59 0.83 -0.42
H 0.22502 1.48339 -0.79142 0.51 0.47 0.53
H 2.12489 -1.37018 0.97386 -0.08 -0.62 1.07
H 2.07852 -0.03002 0.13571 1.36 2.95 -0.38
```
Forces are in eV/Å.



# C5H26O8

A cluster of 8 separate species, C5H26O8 in total in a non-equilibrium geometry (ωB97M-V/def2-TZVPD, the OMol25 dataset).

Properties
SMILES string: CCO.CO.CO.CO.O.O.O.O
Energy above the lowest of the compared OMol25 structures with the same formula, charge and spin (eV): 3.671
Maximum force (hartree/bohr): 0.0415
Charge: 0
Gap between HOMO and LUMO (eV): 9.718

The geometry in XYZ format:
```
39
Properties=species:S:1:pos:R:3:forces:R:3
C 22.71275 -38.07007 -22.02411 -1.07 1.11 0.13
O 21.66389 -38.06758 -21.03768 0.39 0.08 0.42
H 22.26916 -38.55809 -22.88208 0.68 -0.44 -0.21
H 22.89056 -37.03253 -22.31513 -0.01 0.03 0.02
H 23.66958 -38.42431 -21.64797 -0.13 -0.55 -0.12
H 21.94855 -38.65011 -20.33058 -0.02 -0.19 -0.13
C 18.31371 -39.08218 -20.59119 -0.19 1.39 -0.68
O 19.07574 -39.64982 -19.55046 0.02 -0.55 0.05
H 17.96855 -39.82152 -21.31085 0.16 -0.40 0.37
H 17.43908 -38.52134 -20.24004 -0.03 -0.31 0.21
H 18.90266 -38.34895 -21.16075 0.10 -0.19 0.06
H 19.28528 -38.97379 -18.90407 -0.08 0.14 -0.04
C 22.96510 -34.86849 -24.45876 1.93 0.34 -0.85
O 22.39044 -34.29805 -25.65425 -0.42 -0.06 1.01
H 24.04450 -34.65251 -24.52778 0.03 -0.66 -0.07
H 22.78927 -34.39753 -23.49154 -1.35 0.12 -0.37
H 22.80822 -35.94565 -24.47447 -0.05 0.04 0.52
H 22.57679 -34.97486 -26.30913 -0.12 0.21 -0.26
C 27.80877 -37.91500 -25.19035 0.61 0.13 -0.47
C 27.02366 -38.13194 -23.90507 0.78 0.25 -0.40
O 25.74346 -37.55466 -24.03462 -0.48 -0.29 0.35
H 27.28582 -38.23375 -26.09375 -0.33 0.00 0.20
H 28.77246 -38.43517 -25.23611 -0.08 -0.07 0.41
H 28.04852 -36.85560 -25.30414 -0.18 0.02 -0.06
H 27.55232 -37.59845 -23.10808 -0.09 -0.07 0.08
H 27.05612 -39.19239 -23.63469 -0.55 0.00 -0.01
H 25.05991 -38.24440 -24.10969 0.38 0.18 -0.15
O 23.33743 -41.56605 -19.15899 -0.10 0.29 0.16
H 23.03270 -40.68278 -18.88664 0.22 -0.20 -0.07
H 24.09578 -41.75611 -18.59780 -0.08 -0.05 -0.05
O 23.89185 -39.60734 -24.35157 -0.09 -0.47 -0.02
H 23.78262 -40.20140 -23.59693 -0.03 0.10 -0.07
H 23.34393 -39.98956 -25.04634 0.11 0.09 0.00
O 21.05079 -41.37258 -21.04952 0.03 0.25 -0.10
H 20.50735 -40.58098 -20.92756 0.06 -0.23 0.17
H 21.48432 -41.51006 -20.19718 -0.03 -0.15 -0.19
O 22.74821 -38.80358 -18.38525 -0.13 0.14 0.28
H 22.05787 -38.12726 -18.40414 0.15 -0.03 0.00
H 23.12374 -38.74850 -17.49770 -0.01 0.00 -0.12
```
Forces are in eV/Å.



# C27H23AsFeN4O9S3

A structure of composition C27H23AsFeN4O9S3 in a non-equilibrium geometry (ωB97M-V/def2-TZVPD, the OMol25 dataset).

Properties
Energy above the lowest of the compared OMol25 structures with the same formula, charge and spin (eV): 3.114
Maximum force (hartree/bohr): 0.0278
Spin multiplicity: 6
Charge: -1
Gap between HOMO and LUMO (alpha / beta) (eV): 7.323 / 4.641
⟨S²⟩: 8.77

The geometry in XYZ format:
```
68
Properties=species:S:1:pos:R:3:forces:R:3
Fe -0.12193 -0.26432 -0.76972 -0.35 0.60 0.31
O 5.23952 -1.31268 4.17752 0.17 -0.08 0.02
C 4.32460 -2.14610 4.06487 -0.55 0.23 -0.36
O 4.19863 -3.31565 4.46115 0.13 0.02 0.13
C 3.07332 -1.60209 3.28212 0.76 -0.22 0.55
C 3.17549 -0.51339 2.44632 -0.09 0.19 -0.20
C 2.04305 -0.03778 1.79666 -0.42 -0.50 0.20
N 0.82841 -0.61430 1.94029 0.20 0.27 0.08
C 0.72699 -1.65553 2.80166 0.24 0.69 -0.43
C 1.83323 -2.16065 3.47686 -0.29 -0.04 -0.17
C -0.60156 -2.27705 3.07381 -0.20 0.01 -0.13
C -0.64893 -3.59374 3.53628 0.10 -0.11 -0.08
C -1.86954 -4.17862 3.80647 0.05 -0.10 0.00
C -3.02236 -3.44964 3.58163 -0.05 0.03 0.03
C -2.88147 -2.14793 3.13471 -0.05 0.17 -0.05
N -1.71319 -1.55963 2.90297 0.17 0.16 -0.13
C 2.22330 1.16498 0.92655 -0.22 0.14 -0.07
C 3.28621 2.02935 1.20187 0.13 0.18 -0.02
C 3.55466 3.08469 0.34907 0.12 -0.16 0.06
C 2.76044 3.26242 -0.76862 -0.07 0.08 -0.08
C 1.69121 2.40646 -0.94222 -0.36 0.08 -0.20
N 1.40700 1.40490 -0.11198 0.08 -0.96 0.33
H 4.14233 -0.04793 2.31299 0.01 -0.22 0.08
H 1.75469 -2.99539 4.15885 0.10 0.10 0.02
H 0.26858 -4.15032 3.66476 -0.12 -0.06 -0.03
H -1.91978 -5.19265 4.18237 0.02 -0.03 -0.05
H -4.00302 -3.87353 3.74873 -0.02 0.03 0.02
H -3.76092 -1.53762 2.95728 0.00 0.02 -0.01
H 3.91425 1.85514 2.06413 -0.09 0.09 -0.03
H 4.39873 3.73682 0.53320 -0.01 0.01 0.06
H 2.97077 4.03446 -1.49560 -0.08 0.01 0.00
H 1.02686 2.50607 -1.79560 0.00 -0.05 0.00
O 4.00919 0.00063 -3.96244 0.04 -0.02 0.03
As 1.01375 -0.17166 -3.62585 -0.30 0.15 -0.85
O 1.27351 0.74448 -4.94402 0.21 -0.07 -0.18
O -0.31621 0.32287 -2.72758 0.49 -0.39 1.28
C 1.12192 -2.09217 -3.91838 -0.19 0.23 0.34
C 2.17059 -2.57540 -4.69101 -0.07 0.06 -0.13
C 2.43462 -3.93441 -4.73919 0.12 0.00 -0.07
C 1.66144 -4.81325 -3.99387 -0.06 0.01 0.03
C 0.60862 -4.34442 -3.22782 -0.11 0.06 -0.06
C 0.32790 -2.97914 -3.19435 0.09 -0.14 -0.16
S -0.76408 -2.90048 -0.80011 -0.11 -0.65 0.42
O 0.56359 -2.38660 -0.35790 0.01 0.49 -0.51
O -0.73268 -2.49635 -2.48640 0.01 -0.12 0.21
O -1.77192 -1.91218 -0.36465 0.22 0.38 -0.40
H 4.94079 0.24777 -3.99560 0.07 0.02 0.03
H 2.77355 -1.86757 -5.24733 0.01 -0.05 0.00
H 3.25090 -4.30868 -5.34370 0.00 0.01 -0.01
H 1.87288 -5.87481 -4.01577 0.01 -0.01 0.01
H -0.01193 -5.01985 -2.65393 0.00 -0.03 -0.02
O -1.55470 1.24866 -0.23789 0.15 -0.62 -0.29
S -2.18459 2.22135 0.68859 0.17 0.80 0.24
C -1.01753 2.63027 2.05395 -0.13 -0.03 -0.14
C -0.30218 3.92970 1.71515 0.06 0.07 -0.04
C -1.30075 4.78104 0.93682 0.01 -0.09 0.06
C -1.88627 3.85752 -0.11663 -0.31 -0.08 0.21
H -0.36380 1.76857 2.14228 0.02 -0.25 0.09
H -1.62175 2.71872 2.95812 -0.03 -0.05 -0.03
H 0.56646 3.71963 1.08740 0.00 0.03 0.04
H 0.04748 4.44296 2.61235 0.03 -0.08 0.01
H -0.82799 5.65721 0.48985 -0.07 0.00 -0.03
H -2.09658 5.12552 1.60373 0.05 0.08 0.01
H -1.18379 3.64081 -0.92158 -0.01 -0.11 0.00
H -2.82707 4.21351 -0.53356 0.03 -0.04 -0.08
S 4.81460 0.11516 -1.47164 0.18 0.18 0.54
C 3.59127 -0.01747 -2.67289 -0.86 -0.37 -0.53
N 2.36939 -0.14603 -2.34978 0.93 0.06 0.10
```
Forces are in eV/Å.



# C2H2Cl2P2

A cluster of 2 separate species, C2H2Cl2P2 in total in a non-equilibrium geometry (ωB97M-V/def2-TZVPD, the OMol25 dataset).

Properties
SMILES string: [H]/P=C(\Cl)C#P.Cl
Energy above the lowest of the compared OMol25 structures with the same formula, charge and spin (eV): 0.058
Maximum force (hartree/bohr): 0.0619
Charge: 0
Gap between HOMO and LUMO (eV): 7.323

The geometry in XYZ format:
```
8
Properties=species:S:1:pos:R:3:forces:R:3
C 0.37829 0.95094 -0.53884 0.99 -2.82 -1.09
C 0.00535 2.17348 -0.03486 -1.23 1.68 0.80
P 0.81589 -0.45418 -1.07934 -0.48 1.71 0.55
P -1.62878 2.55922 0.28095 0.66 -0.59 -0.31
Cl 0.31788 -3.85733 -1.08271 0.01 -0.18 0.02
Cl 1.30922 3.29739 0.28178 0.03 -0.13 -0.07
H 1.47971 -4.11388 -0.60880 -0.04 0.01 -0.01
H -1.36922 3.84857 0.76327 0.06 0.32 0.11
```
Forces are in eV/Å.



# C4HMgO4Rb

A structure of composition C4HMgO4Rb in a non-equilibrium geometry (ωB97M-V/def2-TZVPD, the OMol25 dataset).

Properties
Energy above the lowest of the compared OMol25 structures with the same formula, charge and spin (eV): 2.625
Maximum force (hartree/bohr): 0.0900
Charge: +2
Gap between HOMO and LUMO (eV): 5.279

The geometry in XYZ format:
```
11
Properties=species:S:1:pos:R:3:forces:R:3
O -0.67478 4.47548 1.35429 0.04 0.01 -0.02
C -0.44078 5.56903 1.18582 -0.05 -0.11 0.03
C 0.38006 -1.36645 -0.79152 2.24 -2.37 1.67
C 0.20007 -2.34284 0.01025 -3.23 1.60 -1.14
H -0.48546 -2.84864 0.67540 0.50 -0.47 -0.12
Rb -1.07542 1.04077 1.69234 -0.13 0.12 -0.03
O 2.51549 -2.37423 0.41718 2.10 1.71 1.19
C 2.27184 -1.16458 0.22886 -1.27 -4.39 -0.76
O 2.49470 -0.14585 0.91900 2.90 1.69 0.47
O 1.70156 -0.95712 -0.96889 -2.00 2.44 -2.25
Mg 4.39440 -0.40530 0.14014 -1.11 -0.23 0.97
```
Forces are in eV/Å.